(1)
51
Properties=species:S:1:pos:R:3 method="wB97M-V/def2-TZVPD" smiles="FB1OBOB(CCSc2nnco2)O1.CCOC(=O)OC.CCOC(=O)OC" homo_ev=-9.44
F -7.464 3.448 -1.312
B -7.324 2.007 -0.976
O -8.171 0.987 -1.649
B -7.265 -0.163 -1.996
O -5.790 -0.100 -1.966
B -5.306 0.824 -0.921
C -3.686 1.215 -0.735
C -2.679 0.033 -1.269
S -2.463 -0.040 -3.128
C -1.895 1.593 -3.847
N -0.493 1.774 -4.386
N -0.238 3.045 -4.931
C -1.576 3.771 -4.727
O -2.581 2.878 -4.070
O -6.317 1.458 -0.001
H -7.816 -1.165 -2.301
H -3.534 1.272 0.448
H -3.476 2.280 -1.177
H -3.181 -1.002 -0.950
H -1.675 0.099 -0.656
H -1.720 4.890 -5.111
C 4.198 -1.791 -1.121
C 4.626 -0.519 -0.408
O 4.398 0.638 -1.222
C 3.106 1.023 -1.350
O 2.136 0.483 -0.834
O 3.064 2.104 -2.171
C 1.741 2.544 -2.473
H 4.693 -1.871 -2.093
H 4.440 -2.672 -0.522
H 3.120 -1.797 -1.317
H 5.703 -0.563 -0.218
H 4.132 -0.411 0.564
H 1.171 2.747 -1.561
H 1.233 1.796 -3.090
H 1.814 3.473 -3.046
C 3.033 -2.880 6.579
C 2.578 -3.813 5.469
O 1.634 -3.172 4.602
C 2.146 -2.247 3.756
O 3.322 -1.923 3.663
O 1.122 -1.718 3.036
C 1.517 -0.649 2.177
H 2.172 -2.490 7.131
H 3.698 -3.399 7.274
H 3.568 -2.013 6.179
H 2.064 -4.672 5.914
H 3.424 -4.206 4.895
H 2.325 -0.957 1.506
H 1.818 0.216 2.776
H 0.654 -0.365 1.568

(2)
43
Properties=species:S:1:pos:R:3 method="wB97M-V/def2-TZVPD" homo_ev=-12.62 charge=+1
C 5.278 1.427 -0.826
C 5.377 -0.140 -1.042
Cl 6.362 -0.596 -2.515
C 3.989 -0.905 -1.044
N 2.902 -0.221 -1.802
Br 1.870 -1.388 -2.841
C 2.087 0.643 -0.981
N 1.500 0.307 0.257
N 1.810 1.884 -1.472
H 5.257 1.673 0.284
H 4.436 1.913 -1.396
H 6.235 1.885 -1.222
H 5.956 -0.543 -0.152
H 3.742 -1.171 0.023
H 4.171 -1.893 -1.573
H 1.952 -0.491 0.720
H 1.653 1.127 0.872
H 1.170 1.888 -2.274
H 2.144 2.742 -1.036
O 0.203 0.411 3.926
C -0.689 -0.310 3.563
O -1.490 -1.005 4.403
C -2.369 -1.848 3.638
C -2.428 -1.218 2.265
C -1.046 -0.610 2.131
H -1.949 -2.858 3.616
H -3.348 -1.885 4.115
H -2.676 -1.925 1.476
H -3.179 -0.426 2.252
H -0.323 -1.325 1.728
H -1.061 0.300 1.534
O -5.358 -1.648 -0.510
C -4.661 -0.721 -0.808
O -3.574 -0.330 -0.084
C -3.032 0.870 -0.651
C -3.518 0.890 -2.085
C -4.866 0.201 -1.981
H -3.401 1.724 -0.075
H -1.943 0.845 -0.587
H -3.569 1.893 -2.508
H -2.848 0.293 -2.711
H -5.666 0.904 -1.744
H -5.102 -0.361 -2.883

(3)
39
Properties=species:S:1:pos:R:3 method="wB97M-V/def2-TZVPD" s_squared=0.752 homo_ev="-14.98 / -14.98" charge=+2 relative_energy_kcal_mol=0.0 multiplicity=2
C -2.321 8.545 -0.649
C -2.620 7.253 -1.209
N -1.756 6.184 -0.718
C -1.191 5.210 -1.517
C -0.694 4.220 -0.631
N -0.652 4.674 0.660
C -1.388 5.883 0.612
C 0.127 4.111 1.765
H -1.675 9.165 -1.270
H -1.791 8.510 0.303
H -3.233 9.132 -0.548
H -2.502 7.331 -2.290
H -3.660 6.964 -1.056
H -1.305 5.226 -2.591
H -0.211 3.293 -0.903
H -1.476 6.584 1.429
H 0.658 3.207 1.467
H -0.592 3.628 2.427
H 0.594 4.800 2.469
C 1.746 -3.248 0.027
C 1.220 -4.245 1.092
N 1.322 -5.620 0.774
C 2.365 -6.497 1.038
C 2.216 -7.679 0.355
N 1.004 -7.585 -0.332
C 0.477 -6.339 -0.061
C 0.456 -8.683 -1.023
H 2.835 -3.202 0.007
H 1.461 -2.209 0.188
H 1.273 -3.355 -0.949
H 0.169 -4.135 1.359
H 1.810 -4.117 2.000
H 3.197 -6.186 1.652
H 2.727 -8.629 0.309
H -0.277 -5.816 -0.631
H -0.106 -8.464 -1.931
H -0.240 -9.189 -0.353
H 1.169 -9.409 -1.412
Cl 0.863 0.687 0.139

(4)
41
Properties=species:S:1:pos:R:3 method="wB97M-V/def2-TZVPD" homo_ev=-12.71 charge=+1
C 5.092 -0.851 -1.493
C 4.120 -0.673 -2.811
F 5.027 -0.513 -4.007
C 3.176 -1.980 -3.093
C 1.597 -1.808 -2.691
C 0.590 -3.142 -2.762
N -0.899 -3.074 -2.381
C -1.581 -1.778 -1.927
C -0.726 -0.382 -1.839
C -1.369 1.098 -1.405
N -1.024 2.029 -2.584
C 0.872 -0.411 -2.203
H 5.970 -1.589 -1.778
H 4.423 -1.296 -0.633
H 5.572 0.189 -1.181
H 3.553 0.344 -2.697
H 3.291 -2.278 -4.222
H 3.633 -2.869 -2.441
H 0.994 -4.179 -3.124
H -1.470 -3.944 -2.457
H -2.732 -1.794 -1.650
H -0.869 1.481 -0.395
H -2.538 1.017 -1.320
H -1.199 1.435 -3.436
H 0.005 2.284 -2.555
H 1.470 0.589 -2.111
O -0.962 1.539 2.315
S -1.837 0.745 3.152
O -3.117 0.261 2.684
O -2.054 1.514 4.572
C -2.506 2.860 4.556
C -4.002 2.937 4.314
C -0.913 -0.633 3.787
H -1.954 3.449 3.816
H -2.281 3.285 5.539
H -4.252 2.613 3.299
H -4.362 3.962 4.440
H -4.542 2.282 5.004
H 0.028 -0.267 4.202
H -0.717 -1.318 2.960
H -1.508 -1.134 4.553